Entry 1:
This record from OMol25 describes a cluster of 11 separate species, C16H54O11 in total in a non-equilibrium geometry. The level of theory is ωB97M-V/def2-TZVPD.

Each line ends with the Löwdin charge.
CARTESIAN COORDINATES (ANGSTROEM)
C (5.009, 2.253, -1.877)  -0.095
C (3.955, 2.552, -0.832)  -0.334
O (3.538, 1.506, 0.016)  -0.081
H (5.308, 3.055, -2.530)  0.066
H (4.662, 1.499, -2.657)  0.077
H (5.914, 1.840, -1.394)  0.083
H (3.055, 2.957, -1.282)  0.096
H (4.478, 3.371, -0.281)  0.121
H (3.024, 1.858, 0.749)  0.054
C (-3.547, 1.604, 4.039)  -0.074
C (-2.830, 0.240, 4.271)  -0.292
O (-3.783, -0.825, 4.456)  -0.083
H (-2.780, 2.289, 3.764)  0.039
H (-3.949, 2.047, 4.987)  0.082
H (-4.380, 1.534, 3.282)  0.080
H (-2.098, 0.438, 4.958)  0.068
H (-2.260, 0.017, 3.341)  0.088
H (-4.166, -1.056, 3.587)  0.086
C (0.007, 1.220, -1.204)  -0.043
C (0.184, 0.049, -0.216)  -0.304
O (-0.226, 0.392, 1.039)  -0.063
H (0.787, 1.278, -1.988)  0.052
H (0.321, 2.141, -0.686)  0.086
H (-0.965, 1.467, -1.628)  0.069
H (1.146, -0.299, -0.270)  0.056
H (-0.465, -0.787, -0.593)  0.110
H (-0.200, -0.395, 1.533)  0.022
C (-1.649, -3.304, -1.905)  -0.081
C (-2.080, -4.765, -1.618)  -0.325
O (-3.458, -4.873, -1.671)  -0.086
H (-0.645, -2.994, -1.842)  0.041
H (-2.301, -2.553, -1.386)  0.075
H (-2.039, -3.139, -2.906)  0.056
H (-1.610, -5.168, -0.716)  0.110
H (-1.858, -5.466, -2.387)  0.096
H (-3.896, -4.712, -2.528)  0.107
C (0.385, 2.249, 4.310)  -0.068
C (0.766, 3.268, 3.162)  -0.255
O (1.320, 2.519, 2.057)  -0.106
H (1.304, 1.837, 4.686)  0.053
H (-0.288, 1.429, 3.898)  0.072
H (-0.122, 2.884, 5.099)  0.089
H (1.502, 4.042, 3.499)  0.119
H (-0.123, 3.791, 2.843)  0.092
H (0.756, 1.829, 1.769)  0.004
C (-2.332, -0.378, -3.416)  -0.208
O (-1.638, -0.605, -4.610)  -0.115
H (-1.540, -0.417, -2.617)  0.060
H (-3.163, -1.189, -3.311)  0.103
H (-2.907, 0.538, -3.211)  0.073
H (-0.876, -0.011, -4.567)  0.034
C (-1.263, -2.344, 1.993)  -0.173
O (-0.304, -1.901, 2.886)  -0.130
H (-1.852, -3.174, 2.338)  0.093
H (-0.675, -2.608, 1.139)  0.071
H (-2.007, -1.653, 1.694)  0.046
H (0.313, -2.659, 3.146)  0.142
C (1.683, 1.787, -4.489)  -0.131
O (0.921, 0.604, -4.350)  -0.146
H (2.600, 1.521, -5.135)  0.116
H (2.007, 2.183, -3.556)  0.043
H (1.160, 2.569, -5.028)  0.083
H (1.529, -0.059, -3.983)  0.043
C (-3.674, 0.480, 0.230)  -0.127
O (-2.807, 1.581, 0.419)  -0.106
H (-4.507, 0.503, 0.986)  0.096
H (-3.115, -0.421, 0.490)  0.056
H (-3.895, 0.386, -0.752)  0.031
H (-1.927, 1.245, 0.490)  0.006
C (2.703, -1.059, -2.340)  -0.162
O (3.149, -1.403, -3.635)  -0.101
H (1.658, -1.257, -2.207)  0.066
H (2.926, -0.069, -2.011)  0.061
H (3.135, -1.732, -1.630)  0.078
H (2.736, -2.254, -3.875)  0.107
C (2.660, -1.529, 1.802)  -0.162
O (2.230, -0.447, 2.589)  -0.121
H (1.801, -2.064, 1.426)  0.065
H (3.377, -2.197, 2.246)  0.080
H (3.171, -1.098, 0.957)  0.060
H (3.022, 0.012, 2.948)  0.110

Summary:
* spin multiplicity: 1
* frontier orbital gap: 0.373 Eh
* highest occupied orbital energy: -9.9 eV

Entry 2:
This record from OMol25 describes a cluster of 12 separate species, C16H57NO18 in total in a non-equilibrium geometry. The level of theory is ωB97M-V/def2-TZVPD.

Each line ends with the Löwdin charge.
CARTESIAN COORDINATES (ANGSTROEM)
C (-1.275, -3.113, 3.452)  -0.049
C (-2.050, -4.449, 3.179)  -0.402
C (-1.365, -5.539, 2.309)  -0.168
O (-2.330, -6.580, 1.974)  -0.175
C (-1.936, -7.484, 1.017)  -0.150
N (-2.478, -4.996, 4.469)  0.032
H (-0.832, -2.847, 2.492)  0.034
H (-0.359, -3.231, 4.031)  0.070
H (-1.742, -2.217, 3.862)  0.074
H (-2.933, -4.148, 2.614)  0.131
H (-0.527, -5.967, 2.858)  0.119
H (-0.904, -5.040, 1.456)  0.102
H (-1.099, -8.101, 1.344)  0.085
H (-1.688, -7.041, 0.052)  0.087
H (-2.759, -8.164, 0.797)  0.088
H (-1.698, -5.514, 4.846)  0.068
H (-3.300, -5.571, 4.352)  0.069
O (2.226, -2.976, 1.854)  -0.038
H (2.287, -3.927, 1.942)  0.032
H (2.793, -2.634, 2.545)  0.037
O (3.492, 0.972, -1.266)  -0.029
H (3.324, 1.867, -0.973)  0.034
H (3.199, 0.421, -0.540)  0.023
O (0.265, 1.300, 2.673)  -0.023
H (-0.011, 2.217, 2.678)  0.040
H (-0.127, 0.927, 3.463)  0.061
O (-1.742, -3.175, -0.058)  -0.038
H (-2.520, -2.747, -0.414)  0.038
H (-1.795, -3.021, 0.886)  -0.017
O (-2.218, 0.985, -3.121)  -0.033
H (-2.844, 0.526, -3.681)  0.033
H (-2.694, 1.139, -2.305)  0.004
C (4.250, 2.885, -5.537)  -0.237
C (4.187, 2.561, -3.991)  -0.267
O (3.077, 1.823, -3.665)  -0.069
O (3.000, 3.019, -6.163)  -0.049
H (4.850, 2.072, -5.944)  0.107
H (4.692, 3.881, -5.557)  0.110
H (4.092, 3.463, -3.388)  0.106
H (5.129, 2.035, -3.835)  0.112
H (3.113, 1.534, -2.750)  -0.001
H (3.131, 3.826, -6.666)  0.076
C (-0.062, 0.515, -0.611)  -0.228
C (0.914, -0.512, 0.067)  -0.192
O (2.019, 0.138, 0.700)  -0.107
O (0.589, 0.828, -1.802)  -0.049
H (-0.146, 1.434, -0.032)  0.102
H (-0.988, -0.054, -0.703)  0.096
H (1.285, -1.314, -0.572)  0.122
H (0.497, -1.133, 0.859)  0.087
H (1.685, 0.738, 1.371)  0.044
H (1.388, 1.185, -1.406)  0.043
C (1.615, -2.066, -3.704)  -0.260
C (0.087, -2.121, -3.613)  -0.226
O (-0.484, -1.486, -4.788)  -0.054
O (1.978, -0.734, -3.928)  -0.047
H (1.929, -2.614, -4.592)  0.117
H (1.921, -2.551, -2.777)  0.107
H (-0.199, -1.537, -2.738)  0.090
H (-0.301, -3.107, -3.359)  0.116
H (-1.125, -2.174, -4.983)  0.067
H (2.879, -0.729, -4.259)  0.087
C (-3.301, 4.933, 0.891)  -0.247
C (-2.078, 4.189, 0.274)  -0.320
O (-2.252, 3.716, -0.977)  -0.017
O (-4.414, 4.128, 0.704)  -0.032
H (-3.382, 5.898, 0.391)  0.112
H (-2.882, 5.298, 1.828)  0.120
H (-1.751, 3.388, 0.937)  0.089
H (-1.215, 4.849, 0.365)  0.119
H (-1.477, 4.155, -1.334)  0.110
H (-4.228, 3.709, -0.139)  0.078
C (2.732, 3.924, 1.321)  -0.221
C (3.796, 3.611, 2.430)  -0.217
O (4.886, 4.519, 2.599)  -0.056
O (3.326, 4.066, 0.041)  -0.069
H (2.348, 4.920, 1.545)  0.114
H (1.928, 3.188, 1.286)  0.093
H (4.212, 2.625, 2.222)  0.115
H (3.255, 3.473, 3.367)  0.111
H (5.766, 4.158, 2.475)  0.087
H (2.678, 4.285, -0.632)  0.087
C (-3.309, 0.192, 1.250)  -0.257
C (-3.535, 1.182, 2.459)  -0.174
O (-3.681, 0.642, 3.840)  -0.090
O (-4.357, -0.679, 1.146)  -0.049
H (-2.485, -0.449, 1.565)  0.108
H (-3.088, 0.699, 0.311)  0.107
H (-4.472, 1.739, 2.448)  0.109
H (-2.733, 1.919, 2.440)  0.083
H (-4.583, 0.317, 3.880)  0.069
H (-5.068, -0.272, 0.646)  0.097

Summary:
* spin multiplicity: 1
* frontier orbital gap: 0.324 Eh
* highest occupied orbital energy: -8.9 eV